Record 1
A cluster of 9 separate species, ClH16O8 in total, computed with ωB97M-V/def2-TZVPD.

Geometry (Å):
Cl (18.15099, 13.34084, 14.80066)
O (23.36349, 12.28733, 15.86096)
H (23.94466, 12.75454, 15.26080)
H (22.49110, 12.39360, 15.48166)
O (19.89677, 17.52856, 18.92500)
H (20.05364, 16.71301, 18.44908)
H (20.76026, 17.93572, 18.99457)
O (21.49630, 17.39343, 13.28595)
H (22.03985, 16.86514, 12.70142)
H (21.01121, 16.75317, 13.80652)
O (17.44074, 8.30515, 17.43377)
H (17.64094, 9.08607, 16.91772)
H (18.09520, 7.66243, 17.16023)
O (18.65579, 14.72342, 8.96264)
H (19.42912, 14.17954, 8.81302)
H (18.31102, 14.42413, 9.80393)
O (12.58449, 12.75694, 14.50398)
H (12.26705, 12.40170, 13.67375)
H (13.48598, 12.44213, 14.57070)
O (21.45279, 10.39349, 11.51061)
H (20.86889, 10.59038, 12.24310)
H (21.91755, 11.21412, 11.34690)
O (14.04522, 13.83439, 18.73763)
H (13.59226, 13.84345, 17.89443)
H (14.97316, 13.90048, 18.51228)

Cartesian forces, eV/Å:
Cl 0.1 -0.1 -0.1
O 0.2 -0.1 0.2
H 0.1 0.1 -0.1
H -0.4 0.0 0.0
O -0.1 0.2 0.2
H -0.1 -0.3 -0.2
H 0.2 0.1 0.0
O 0.2 0.3 0.0
H 0.1 -0.1 -0.1
H -0.3 -0.2 0.2
O -0.2 -0.2 0.2
H 0.0 0.4 -0.1
H 0.1 -0.1 -0.1
O 0.0 0.2 -0.3
H 0.2 -0.1 0.0
H -0.1 0.0 0.3
O -0.3 0.1 0.2
H -0.1 -0.1 -0.2
H 0.4 0.0 0.0
O 0.1 -0.2 -0.2
H -0.3 0.1 0.3
H 0.1 0.2 0.0
O -0.2 0.0 0.3
H -0.1 0.0 -0.3
H 0.3 0.0 -0.1

## Properties
Spin multiplicity: 1
Charge: -1
F_max in eV/A: 0.43
HOMO energy in eV: -4.50
LUMO energy in eV: 2.30
Frontier orbital gap in hartree: 0.250
E in eV: -29164.243


Record 2
A structure of composition C24H50Br20NO6S2, computed with ωB97M-V/def2-TZVPD.

Geometry (Å):
C (0.49314, -2.98847, -4.15722)
C (-0.26094, -1.75961, -3.66373)
O (-0.46302, -0.77827, -4.68955)
S (-1.84222, -0.81397, -5.49980)
O (-1.48447, -0.49341, -6.84246)
O (-2.41003, -2.12322, -5.28226)
N (-2.76837, 0.38523, -4.95093)
S (-2.92539, 0.61229, -3.37395)
O (-3.67843, 1.83910, -3.20185)
O (-1.69140, 0.58289, -2.62173)
C (-3.98157, -0.65481, -2.64229)
C (-4.88582, -1.46700, -3.57918)
O (-4.65671, -2.85915, -3.53711)
H (1.49299, -2.91385, -3.75309)
H (0.04687, -3.90577, -3.77874)
H (0.48211, -3.06914, -5.23789)
H (0.33821, -1.26311, -2.90922)
H (-1.19980, -1.99564, -3.18487)
H (-3.39418, -1.31519, -2.01183)
H (-4.60249, -0.07129, -1.95872)
H (-5.91533, -1.31699, -3.26866)
H (-4.79480, -1.11409, -4.60320)
H (-3.70937, -2.99171, -3.56660)
Br (3.59548, -1.26667, -3.06991)
C (5.14720, -2.23098, -2.41459)
C (5.09912, -3.70534, -2.70310)
Br (3.85643, -4.66731, -1.56606)
H (5.20588, -2.02286, -1.35043)
H (6.00388, -1.79527, -2.92536)
H (6.07471, -4.14461, -2.50342)
H (4.80094, -3.92553, -3.72267)
Br (-2.33887, 1.06242, 1.53435)
C (-2.69129, 2.34596, 0.11094)
C (-4.05475, 2.96924, 0.24111)
Br (-5.48178, 1.77507, -0.33062)
H (-2.55596, 1.82353, -0.82525)
H (-1.92150, 3.10555, 0.21601)
H (-4.12801, 3.83041, -0.41491)
H (-4.28400, 3.26347, 1.26016)
Br (2.13441, -6.72972, 1.39933)
C (2.35343, -4.85548, 1.86729)
C (1.04474, -4.25302, 2.29786)
Br (-0.12992, -3.93020, 0.78227)
H (2.77785, -4.35963, 1.00154)
H (3.07352, -4.83629, 2.68317)
H (1.20325, -3.28285, 2.76378)
H (0.51028, -4.90267, 2.98276)
Br (5.49625, -7.53631, 3.57799)
C (5.90885, -8.80483, 2.16173)
C (6.76983, -8.18494, 1.09286)
Br (5.73997, -7.00329, -0.05553)
H (4.95980, -9.15990, 1.77365)
H (6.43442, -9.62170, 2.65041)
H (7.17699, -8.95314, 0.43923)
H (7.58000, -7.59769, 1.51191)
Br (-3.40292, -6.58955, 1.02568)
C (-3.51992, -6.43840, 2.95563)
C (-2.15711, -6.32232, 3.58258)
Br (-1.22947, -8.03144, 3.61001)
H (-4.06709, -7.30501, 3.31067)
H (-4.09930, -5.53768, 3.14544)
H (-2.23688, -6.01461, 4.62265)
H (-1.52493, -5.62780, 3.04000)
Br (3.92294, 2.68987, -0.44228)
C (5.56235, 1.96814, 0.32102)
C (5.66756, 0.48322, 0.08726)
Br (4.48361, -0.51711, 1.26008)
H (5.55907, 2.22485, 1.37497)
H (6.37199, 2.48970, -0.18333)
H (6.67101, 0.12572, 0.30654)
H (5.39239, 0.22092, -0.92967)
Br (1.16125, 5.08280, 3.41034)
C (0.64607, 5.20512, 1.53626)
C (1.81931, 5.57186, 0.67045)
Br (2.26628, 7.46220, 0.83045)
H (-0.16033, 5.92424, 1.47357)
H (0.27184, 4.21736, 1.27386)
H (1.57712, 5.41836, -0.37873)
H (2.71692, 5.01843, 0.91758)
Br (-1.85397, 7.72349, 2.70337)
C (-2.93802, 8.38241, 1.22632)
C (-3.89543, 7.33447, 0.73064)
Br (-2.98746, 5.96041, -0.29322)
H (-2.24290, 8.70484, 0.45829)
H (-3.48118, 9.24115, 1.61302)
H (-4.62908, 7.76815, 0.05424)
H (-4.40459, 6.82416, 1.54134)
Br (-6.85487, 5.61470, -0.49098)
C (-7.13921, 5.66215, -2.41185)
C (-5.86296, 5.99464, -3.13752)
Br (-5.41706, 7.88400, -2.97479)
H (-7.92708, 6.38413, -2.59640)
H (-7.48142, 4.66681, -2.68542)
H (-5.96901, 5.80725, -4.20268)
H (-5.01186, 5.44231, -2.75293)
Br (3.94411, 2.65982, 4.95541)
C (3.36366, 2.79129, 6.80536)
C (2.22012, 3.75682, 6.97073)
Br (2.81299, 5.60713, 6.88321)
H (4.23192, 3.07663, 7.38927)
H (3.05152, 1.78709, 7.08203)
H (1.77004, 3.64319, 7.95397)
H (1.45986, 3.63379, 6.20593)

Cartesian forces, eV/Å:
C -0.4 0.0 0.3
C 0.2 0.1 0.1
O 0.0 -0.1 -0.1
S -0.3 0.7 -0.1
O 0.1 0.1 -0.3
O -0.2 -0.2 0.4
N 0.7 -0.8 0.7
S -0.4 0.5 -0.4
O -0.2 0.1 -0.2
O 0.4 -0.3 0.2
C -0.5 -0.1 0.0
C 0.0 0.2 -0.1
O -0.3 -0.2 0.5
H 0.4 -0.3 -0.3
H -0.1 -0.1 0.1
H 0.1 0.2 -0.2
H 0.0 0.3 0.1
H -0.3 -0.2 0.0
H 0.3 -0.1 -0.1
H 0.2 -0.1 -0.1
H -0.2 -0.1 0.0
H 0.1 0.2 -0.1
H 0.3 0.0 -0.5
Br 0.1 0.0 0.1
C -0.1 0.2 -0.1
C 0.1 -0.2 0.1
Br -0.2 0.1 -0.1
H 0.0 -0.1 0.0
H 0.0 0.0 0.0
H 0.0 0.0 0.0
H 0.0 0.1 0.0
Br 0.0 0.0 0.0
C -0.1 0.0 0.2
C -0.1 -0.2 -0.3
Br -0.2 0.1 0.3
H 0.1 -0.1 -0.2
H 0.0 0.1 0.0
H -0.1 -0.3 0.0
H 0.0 0.0 0.0
Br 0.0 0.0 -0.1
C 0.1 -0.2 0.1
C -0.1 0.2 -0.2
Br 0.0 0.0 0.1
H 0.0 0.1 0.0
H 0.0 0.0 0.0
H 0.0 0.0 0.0
H 0.0 0.0 0.1
Br 0.0 0.0 0.0
C 0.1 0.0 0.2
C -0.1 0.0 -0.2
Br 0.2 0.0 0.1
H 0.0 0.0 0.0
H 0.0 0.0 0.0
H 0.0 -0.1 0.0
H 0.0 0.0 0.0
Br 0.0 -0.1 0.0
C 0.0 0.1 -0.2
C 0.0 -0.1 0.1
Br 0.0 0.0 0.0
H 0.0 0.0 0.0
H 0.0 0.0 0.0
H 0.0 0.0 0.0
H 0.0 0.0 -0.1
Br 0.1 -0.1 0.1
C -0.1 0.1 -0.1
C 0.0 0.0 0.1
Br 0.0 0.0 -0.1
H 0.0 0.0 0.0
H 0.0 0.0 0.0
H 0.0 0.1 0.0
H 0.0 0.0 0.0
Br -0.1 0.1 0.0
C 0.1 -0.3 0.1
C -0.1 0.2 -0.1
Br 0.0 0.0 0.0
H 0.0 0.1 0.0
H 0.1 0.0 0.0
H 0.0 0.0 0.0
H 0.0 0.0 0.0
Br 0.0 0.1 0.0
C 0.1 0.0 0.2
C 0.0 0.0 -0.1
Br 0.4 0.5 -0.1
H 0.0 0.0 0.0
H 0.0 0.0 0.0
H 0.0 0.0 0.0
H 0.0 0.0 0.0
Br -0.2 0.1 0.1
C 0.1 -0.1 0.1
C 0.0 0.0 -0.1
Br 0.0 0.0 0.0
H 0.0 0.0 0.0
H 0.1 0.0 0.0
H 0.0 0.0 0.0
H 0.0 0.0 0.0
Br 0.1 0.0 0.0
C 0.0 -0.1 -0.2
C 0.0 0.1 0.1
Br 0.0 0.0 -0.1
H 0.0 0.0 0.0
H 0.0 0.0 0.0
H 0.0 0.0 0.0
H 0.0 0.0 0.0

## Properties
Spin multiplicity: 1
Charge: -1
F_max in eV/A: 1.22
HOMO energy in eV: -6.28
LUMO energy in eV: 1.48
Frontier orbital gap in hartree: 0.285
E in eV: -1461997.070


Record 3
A cluster of 5 separate species, C40H65F9N2O19S in total, computed with ωB97M-V/def2-TZVPD.

Geometry (Å):
C (-0.39707, -5.33079, 2.63235)
C (0.98286, -5.55175, 1.96792)
C (0.96605, -5.07866, 0.53891)
O (0.70418, -5.78709, -0.40182)
O (1.21660, -3.74721, 0.40049)
C (2.17261, -3.39670, -0.62645)
C (1.49931, -2.88728, -1.89768)
C (0.95490, -1.43998, -1.86778)
C (0.67061, -0.93071, -0.44880)
N (0.01016, 0.37436, -0.45412)
C (0.44894, 1.33012, 0.57354)
C (-0.58800, 1.54789, 1.69523)
C (-1.48837, 2.75786, 1.44425)
C (-2.35882, 3.25352, 2.63249)
C (-2.25703, 2.46828, 3.93544)
O (-2.76233, 1.14980, 3.84823)
C (-4.17326, 1.06891, 3.85412)
O (-0.21004, -1.25100, -2.67303)
C (-1.18457, -2.25880, -2.77994)
O (-1.61832, -2.75865, -1.53935)
C (-2.32453, -1.67613, -3.60853)
C (-3.13679, -2.73925, -4.35752)
C (-4.23292, -3.39885, -3.49084)
C (-5.58849, -2.74603, -3.79325)
C (-6.72937, -3.29774, -2.94856)
F (-6.28535, -4.18938, -2.03567)
F (-7.61850, -3.93574, -3.74324)
C (-7.44799, -2.15230, -2.16184)
F (-7.63683, -1.11184, -2.97438)
F (-6.60883, -1.77160, -1.19427)
S (-9.14525, -2.53056, -1.36773)
F (-9.77474, -2.62661, -2.82182)
F (-9.47226, -0.97845, -1.31684)
F (-8.56579, -2.43563, 0.10308)
F (-8.85943, -4.08798, -1.35836)
F (-10.56893, -2.81716, -0.75958)
N (1.90189, -0.47842, -2.50913)
C (3.25825, -0.51666, -2.02968)
C (3.71511, 0.56471, -1.08647)
O (4.03865, -1.34661, -2.44255)
C (1.84385, -0.54123, -3.95964)
C (1.68100, 0.80977, -4.60877)
O (1.94152, -1.56058, -4.59266)
H (-1.15969, -5.31220, 1.84768)
H (-0.44286, -4.38895, 3.17874)
H (-0.65192, -6.16675, 3.28397)
H (1.18831, -6.62227, 1.93333)
H (1.77184, -5.05324, 2.53165)
H (2.72268, -4.30025, -0.89723)
H (2.85283, -2.67280, -0.17634)
H (2.25275, -2.95607, -2.68314)
H (0.73543, -3.62272, -2.13834)
H (0.02507, -1.68090, 0.01716)
H (1.58414, -0.90098, 0.15014)
H (-0.97714, 0.20501, -0.31085)
H (1.39901, 1.02081, 1.01557)
H (0.61511, 2.29549, 0.08116)
H (-1.19615, 0.64275, 1.80044)
H (-0.04878, 1.65957, 2.64019)
H (-0.84595, 3.58557, 1.12782)
H (-2.15144, 2.55777, 0.59573)
H (-3.41019, 3.25368, 2.32793)
H (-2.09419, 4.28957, 2.86561)
H (-2.79398, 3.02587, 4.71820)
H (-1.22178, 2.39399, 4.27655)
H (-4.61448, 1.87333, 4.45451)
H (-4.44628, 0.11401, 4.30719)
H (-4.58055, 1.10670, 2.83671)
H (-0.78176, -3.13197, -3.30367)
H (-2.05443, -2.04289, -1.05696)
H (-2.99423, -1.12058, -2.93625)
H (-1.91221, -0.94454, -4.30652)
H (-3.62282, -2.23519, -5.20030)
H (-2.47587, -3.49511, -4.78799)
H (-3.99439, -3.19120, -2.44509)
H (-4.27008, -4.47821, -3.63590)
H (-5.84893, -2.92797, -4.83800)
H (-5.47855, -1.67287, -3.63261)
H (3.66144, 0.22809, -0.04942)
H (4.75967, 0.73819, -1.35059)
H (3.14783, 1.48410, -1.21276)
H (2.66777, 1.21953, -4.84971)
H (1.20504, 1.49759, -3.91018)
H (1.07067, 0.71678, -5.50637)
C (-5.78812, -7.15121, 3.81685)
C (-4.88248, -7.32417, 5.01100)
C (-4.36420, -6.03563, 5.62065)
O (-3.08780, -6.42625, 6.13499)
C (-2.65555, -7.49345, 5.41986)
O (-1.55574, -7.93814, 5.46544)
O (-3.65177, -7.97043, 4.63859)
H (-5.20922, -6.83123, 2.95034)
H (-6.28320, -8.08658, 3.56096)
H (-6.55506, -6.40529, 4.02887)
H (-5.35883, -7.94500, 5.77451)
H (-4.98566, -5.65331, 6.42620)
H (-4.21745, -5.25631, 4.86831)
C (5.06471, 7.49984, 1.20718)
C (4.32523, 6.50081, 0.35664)
C (2.82651, 6.46099, 0.58983)
O (2.51055, 5.08906, 0.31076)
C (3.62069, 4.35094, 0.52541)
O (3.64955, 3.16173, 0.55910)
O (4.69680, 5.14994, 0.69352)
H (5.10590, 7.15013, 2.23923)
H (6.08959, 7.63600, 0.86337)
H (4.56214, 8.46725, 1.18279)
H (4.54900, 6.64463, -0.70372)
H (2.26382, 7.11128, -0.07426)
H (2.56517, 6.68219, 1.62733)
C (6.43326, 10.79412, 5.10902)
C (5.05165, 10.29872, 5.45664)
C (5.00535, 8.96588, 6.17935)
O (3.76070, 8.41481, 5.73479)
C (3.46341, 8.96381, 4.53589)
O (2.59845, 8.58540, 3.81254)
O (4.29337, 9.99671, 4.26846)
H (6.85200, 10.20024, 4.29632)
H (6.40779, 11.83333, 4.78527)
H (7.08940, 10.72267, 5.97706)
H (4.49460, 11.05664, 6.01318)
H (5.00308, 9.05587, 7.26220)
H (5.81512, 8.30128, 5.86803)
C (5.39110, -2.21392, -5.28274)
C (5.77356, -0.82121, -5.70563)
C (5.13602, -0.34653, -6.99623)
O (6.12013, 0.55225, -7.51963)
C (7.32743, 0.18954, -7.01955)
O (8.36944, 0.61729, -7.39714)
O (7.17389, -0.72548, -6.03743)
H (5.86987, -2.95544, -5.92381)
H (5.69600, -2.40790, -4.25641)
H (4.30804, -2.32979, -5.33883)
H (5.58224, -0.10898, -4.89727)
H (4.19569, 0.17903, -6.84989)
H (4.99017, -1.16463, -7.70571)

Cartesian forces, eV/Å:
C -0.1 -0.1 -0.4
C -0.3 -0.1 0.2
C -0.3 -0.1 -0.4
O 0.4 0.2 0.3
O 0.6 -0.1 0.6
C -0.6 -0.1 -0.5
C 0.3 -0.2 0.1
C 0.4 0.0 0.0
C -0.7 0.0 0.1
N 0.2 -0.2 0.3
C -0.4 0.3 -0.1
C 0.2 -0.2 0.0
C -0.1 0.2 0.1
C 0.1 -0.2 -0.1
C 0.0 0.3 0.0
O 0.0 0.0 0.2
C 0.1 -0.1 0.0
O -0.2 0.1 0.3
C 0.0 -0.2 -0.4
O 0.0 0.1 0.1
C -0.1 0.0 0.0
C -0.3 0.2 0.0
C 0.1 0.5 0.1
C 0.5 -0.3 0.0
C -0.2 0.3 0.0
F -0.1 -0.1 0.1
F -0.1 -0.1 -0.1
C 0.0 -0.3 0.1
F -0.2 0.1 -0.2
F 0.1 0.2 0.1
S 0.0 0.0 0.0
F 0.0 0.0 0.1
F 0.0 0.1 0.0
F 0.1 0.0 0.0
F 0.0 0.0 -0.1
F -0.1 0.0 0.0
N -0.3 -0.1 -0.1
C 0.4 -0.2 -0.1
C 0.0 0.0 -0.4
O -0.2 0.3 0.0
C 0.2 -0.3 -0.2
C -0.2 0.1 0.4
O -0.2 0.3 0.1
H 0.0 0.0 0.1
H 0.0 -0.1 0.0
H 0.1 0.2 0.2
H 0.0 0.1 0.0
H 0.0 0.0 -0.1
H 0.1 0.1 0.1
H 0.0 -0.1 0.0
H -0.2 0.1 0.0
H -0.1 0.1 0.1
H 0.2 -0.1 0.0
H 0.0 0.1 -0.2
H 0.0 0.2 -0.2
H 0.0 -0.1 -0.2
H 0.2 0.0 0.1
H 0.1 0.0 0.1
H -0.1 0.1 0.0
H 0.0 -0.1 0.0
H 0.1 -0.1 0.0
H 0.0 0.1 0.1
H -0.1 0.0 0.0
H 0.0 -0.1 0.0
H -0.1 -0.1 -0.1
H 0.0 0.0 -0.1
H 0.0 0.0 -0.1
H 0.0 0.1 0.1
H 0.1 0.0 0.1
H 0.0 -0.1 -0.1
H 0.1 0.1 -0.1
H 0.1 -0.1 0.0
H 0.1 -0.2 -0.1
H 0.0 0.1 0.1
H 0.0 -0.4 0.0
H 0.0 0.1 0.0
H -0.1 0.2 0.1
H -0.1 0.0 -0.1
H 0.0 0.1 0.0
H 0.0 0.1 0.3
H -0.1 -0.1 0.2
H -0.1 -0.1 -0.1
H 0.0 -0.1 -0.1
H 0.2 0.0 -0.1
C 0.1 -0.1 -0.1
C -0.1 0.1 -0.1
C 0.0 0.0 0.0
O 0.0 0.0 0.0
C 0.1 0.0 -0.1
O 0.0 0.0 0.0
O 0.0 -0.1 0.1
H 0.0 0.1 0.0
H 0.0 0.0 0.0
H 0.0 0.0 0.0
H 0.0 0.0 0.0
H 0.1 0.0 0.1
H 0.0 0.0 0.0
C 0.3 0.0 0.1
C -0.1 0.2 0.1
C 0.0 0.0 0.0
O -0.1 0.0 0.0
C 0.1 0.0 0.0
O 0.0 0.0 0.0
O 0.0 0.0 -0.1
H -0.1 0.0 0.0
H 0.0 0.0 0.0
H 0.0 0.0 0.0
H 0.0 0.0 0.0
H 0.0 -0.1 -0.1
H 0.0 0.0 0.0
C 0.0 0.1 -0.2
C 0.1 0.0 0.1
C 0.0 0.0 0.0
O 0.0 0.0 0.0
C 0.0 0.0 -0.1
O 0.0 0.0 0.0
O 0.0 0.0 0.0
H 0.0 -0.1 0.1
H 0.0 0.0 0.0
H 0.0 0.0 0.0
H 0.0 0.0 0.0
H -0.1 0.0 0.0
H 0.0 0.0 0.0
C 0.2 -0.2 0.1
C -0.1 -0.1 0.0
C 0.0 0.0 0.0
O 0.0 0.0 0.0
C 0.0 0.0 0.0
O 0.0 0.0 0.0
O 0.0 0.1 0.0
H -0.1 0.1 -0.1
H 0.0 0.0 0.0
H 0.0 0.0 0.1
H 0.0 0.0 0.0
H 0.0 0.1 0.0
H 0.0 0.0 0.0

## Properties
Spin multiplicity: 1
F_max in eV/A: 0.85
HOMO energy in eV: -8.52
LUMO energy in eV: 0.08
Frontier orbital gap in hartree: 0.316
E in eV: -119708.178
Structure (SMILES): CCC(=O)OCC[C@](CNCCCCCOC)(O[C@@H](O)CCCCC(F)(F)C(F)(F)S(F)(F)(F)(F)F)N(C(C)=O)C(C)=O.C[C@@H]1COC(=O)O1.C[C@@H]1COC(=O)O1.C[C@@H]1COC(=O)O1.C[C@@H]1COC(=O)O1


Record 4
A structure of composition C3H16N2O3, computed with ωB97M-V/def2-TZVPD.

Geometry (Å):
N (-0.78732, 2.24148, 2.74324)
C (1.56658, 1.19304, 0.36388)
C (0.41418, 0.44103, -0.37287)
C (-0.78629, -0.01313, 0.44357)
N (-1.75864, 0.99787, 0.83351)
H (-0.56672, 1.68465, 3.50907)
H (1.37431, 2.32653, 0.29962)
H (2.59303, 1.06951, 0.01722)
H (1.45962, 0.92029, 1.43350)
H (0.78016, -0.43678, -0.85909)
H (0.18497, 1.13004, -1.17129)
H (-1.28372, -0.91713, 0.06528)
H (-0.37417, -0.36684, 1.41408)
H (-1.36941, 1.51762, 1.74215)
H (-1.92991, 1.78383, 0.21538)
H (0.59075, -3.62612, 0.57446)
H (-0.15186, -2.71020, -0.53913)
O (0.63133, -2.76727, 0.17234)
H (0.40340, -1.35377, -2.69085)
H (-1.12361, -2.77895, -2.17992)
O (-0.65833, -2.05699, -1.63980)
H (-1.18722, 3.14030, 2.86464)
H (0.87096, -0.71486, -4.09014)
O (1.10791, -0.70415, -3.14885)

Cartesian forces, eV/Å:
N 1.4 0.3 -3.8
C -1.5 1.4 1.4
C 0.7 0.3 -0.9
C 1.2 3.9 1.7
N 0.1 -2.8 -1.3
H -0.5 -1.4 1.7
H 0.2 -1.6 0.3
H -0.4 -0.6 -0.2
H 0.7 0.3 -0.4
H 0.4 -0.4 -0.1
H -0.8 -0.2 -0.5
H -0.6 -0.8 -1.0
H -0.5 -0.5 -0.3
H 0.4 1.3 3.5
H 0.5 0.0 -0.8
H 0.1 -0.6 0.4
H 1.6 0.3 0.5
O -0.5 0.0 0.3
H 1.4 1.5 -0.8
H 0.7 1.7 1.1
O -2.1 -1.3 -1.7
H -1.0 0.5 0.4
H 0.2 0.0 0.5
O -1.6 -1.4 0.2

## Properties
Spin multiplicity: 1
F_max in eV/A: 4.39
HOMO energy in eV: -8.86
LUMO energy in eV: -5.08
Frontier orbital gap in hartree: 0.139
E in eV: -12484.788


Q: Which of these has the highest F_max?
A: C3H16N2O3